1.
{
  "formula": "C32H77NO9",
  "method": "ωB97M-V/def2-TZVPD",
  "total_energy_ev": -54347.5551,
  "smiles": "N[C@@H]1CCOC1=O.CCOCC.CCOCC.CCOCC.CCOCC.CCOCC.CCOCC.CCOCC",
  "homo_energy_ev": -9.12,
  "multiplicity": 1,
  "homo_lumo_gap_ev": 9.93,
  "elements": ["N", "C", "C", "C", "O", "C", "O", "H", "H", "H", "H", "H", "H", "H", "C", "C", "O", "C", "C", "H", "H", "H", "H", "H", "H", "H", "H", "H", "H", "C", "C", "O", "C", "C", "H", "H", "H", "H", "H", "H", "H", "H", "H", "H", "C", "C", "O", "C", "C", "H", "H", "H", "H", "H", "H", "H", "H", "H", "H", "C", "C", "O", "C", "C", "H", "H", "H", "H", "H", "H", "H", "H", "H", "H", "C", "C", "O", "C", "C", "H", "H", "H", "H", "H", "H", "H", "H", "H", "H", "C", "C", "O", "C", "C", "H", "H", "H", "H", "H", "H", "H", "H", "H", "H", "C", "C", "O", "C", "C", "H", "H", "H", "H", "H", "H", "H", "H", "H", "H"],
  "coordinates": [[3.164, -1.053, 0.381], [4.623, -1.046, 0.407], [5.207, -0.663, 1.766], [5.436, 0.828, 1.589], [5.891, 0.946, 0.220], [5.225, 0.024, -0.512], [5.120, 0.084, -1.704], [2.789, -0.313, 0.962], [2.830, -0.906, -0.565], [4.983, -2.020, 0.072], [6.176, -1.141, 1.898], [4.570, -0.917, 2.610], [6.172, 1.269, 2.248], [4.494, 1.374, 1.680], [3.052, 1.048, 6.645], [3.798, 1.930, 5.660], [3.708, 1.497, 4.313], [2.401, 1.442, 3.765], [1.674, 2.772, 3.729], [3.396, 0.015, 6.575], [3.231, 1.403, 7.661], [1.974, 1.064, 6.477], [4.866, 1.914, 5.881], [3.464, 2.969, 5.753], [1.795, 0.687, 4.279], [2.552, 1.082, 2.745], [1.466, 3.154, 4.730], [0.719, 2.657, 3.213], [2.264, 3.518, 3.193], [10.344, 0.550, 3.603], [9.198, -0.437, 3.461], [8.424, -0.259, 2.288], [9.118, -0.390, 1.053], [9.761, -1.748, 0.851], [9.975, 1.576, 3.565], [10.842, 0.397, 4.561], [11.092, 0.425, 2.819], [8.490, -0.304, 4.280], [9.575, -1.464, 3.523], [9.863, 0.407, 0.946], [8.354, -0.212, 0.295], [10.553, -1.949, 1.574], [10.209, -1.804, -0.141], [9.023, -2.547, 0.937], [-0.309, 3.607, -0.679], [-0.527, 2.405, 0.224], [-1.045, 2.724, 1.505], [-2.295, 3.398, 1.514], [-3.412, 2.638, 0.824], [0.342, 4.338, -0.198], [0.163, 3.283, -1.608], [-1.249, 4.097, -0.939], [0.427, 1.916, 0.430], [-1.164, 1.668, -0.278], [-2.193, 4.394, 1.068], [-2.524, 3.541, 2.570], [-3.218, 2.511, -0.241], [-4.344, 3.199, 0.907], [-3.554, 1.655, 1.275], [-6.380, 4.069, -3.725], [-5.543, 4.546, -2.552], [-4.345, 3.811, -2.358], [-3.427, 3.818, -3.438], [-2.919, 5.200, -3.813], [-6.625, 3.010, -3.627], [-7.315, 4.631, -3.760], [-5.876, 4.216, -4.680], [-6.095, 4.413, -1.621], [-5.327, 5.616, -2.648], [-3.856, 3.320, -4.315], [-2.596, 3.200, -3.094], [-3.715, 5.840, -4.196], [-2.163, 5.111, -4.594], [-2.467, 5.691, -2.949], [-9.793, -0.963, -4.451], [-8.675, 0.010, -4.129], [-8.983, 1.365, -4.422], [-10.100, 1.908, -3.742], [-9.971, 1.897, -2.228], [-10.084, -0.885, -5.499], [-9.463, -1.985, -4.259], [-10.679, -0.799, -3.838], [-7.798, -0.206, -4.739], [-8.370, -0.096, -3.081], [-11.023, 1.401, -4.046], [-10.165, 2.936, -4.101], [-9.939, 0.883, -1.826], [-10.831, 2.400, -1.784], [-9.066, 2.419, -1.915], [10.905, -6.933, 1.574], [11.121, -5.856, 0.524], [11.437, -4.582, 1.058], [12.617, -4.508, 1.838], [13.882, -4.889, 1.090], [10.128, -6.632, 2.278], [10.592, -7.858, 1.088], [11.814, -7.148, 2.136], [10.200, -5.695, -0.038], [11.885, -6.175, -0.195], [12.518, -5.110, 2.748], [12.673, -3.463, 2.149], [13.883, -5.938, 0.791], [14.749, -4.731, 1.734], [14.000, -4.276, 0.195], [-13.205, -5.273, -3.461], [-12.084, -4.293, -3.164], [-12.404, -2.942, -3.450], [-13.499, -2.395, -2.735], [-13.315, -2.390, -1.227], [-13.524, -5.189, -4.501], [-12.855, -6.292, -3.288], [-14.073, -5.112, -2.821], [-11.225, -4.508, -3.799], [-11.752, -4.401, -2.125], [-14.431, -2.905, -3.002], [-13.579, -1.371, -3.102], [-13.266, -3.399, -0.815], [-14.160, -1.885, -0.757], [-12.401, -1.861, -0.953]]
}

***

2.
{
  "formula": "C32H79Br12N5O5",
  "method": "ωB97M-V/def2-TZVPD",
  "total_energy_ev": -892657.4804,
  "smiles": "COC[C@H](C)N.COC[C@H](C)N.COC[C@H](C)N.COC[C@H](C)N.COC[C@H](C)N.BrCCBr.BrCCBr.BrCCBr.BrCCBr.BrCCBr.BrCCBr",
  "homo_energy_ev": -9.17,
  "multiplicity": 1,
  "homo_lumo_gap_ev": 9.27,
  "elements": ["Br", "C", "C", "Br", "H", "H", "H", "H", "Br", "C", "C", "Br", "H", "H", "H", "H", "Br", "C", "C", "Br", "H", "H", "H", "H", "Br", "C", "C", "Br", "H", "H", "H", "H", "Br", "C", "C", "Br", "H", "H", "H", "H", "Br", "C", "C", "Br", "H", "H", "H", "H", "C", "C", "C", "O", "C", "N", "H", "H", "H", "H", "H", "H", "H", "H", "H", "H", "H", "C", "C", "C", "O", "C", "N", "H", "H", "H", "H", "H", "H", "H", "H", "H", "H", "H", "C", "C", "C", "O", "C", "N", "H", "H", "H", "H", "H", "H", "H", "H", "H", "H", "H", "C", "C", "C", "O", "C", "N", "H", "H", "H", "H", "H", "H", "H", "H", "H", "H", "H", "C", "C", "C", "O", "C", "N", "H", "H", "H", "H", "H", "H", "H", "H", "H", "H", "H"],
  "coordinates": [[3.158, 3.735, 3.215], [3.879, 2.446, 4.541], [4.199, 3.028, 5.869], [2.517, 3.334, 6.946], [4.852, 2.177, 4.130], [3.386, 1.474, 4.525], [4.652, 3.978, 5.585], [4.995, 2.572, 6.458], [-0.796, 3.411, 4.330], [-0.489, 1.830, 5.441], [-1.827, 1.265, 5.730], [-2.968, 2.465, 6.906], [0.186, 2.093, 6.255], [0.159, 1.176, 4.857], [-1.677, 0.330, 6.270], [-2.385, 1.097, 4.809], [0.948, -1.370, 4.949], [2.419, -2.413, 3.994], [3.072, -3.352, 5.027], [3.935, -2.164, 6.429], [3.275, -1.777, 3.767], [2.052, -2.871, 3.076], [3.709, -4.124, 4.596], [2.316, -3.952, 5.532], [-3.524, -1.411, -2.798], [-4.890, -1.900, -4.135], [-5.885, -2.926, -3.571], [-7.089, -3.248, -5.119], [-4.271, -2.219, -4.973], [-5.390, -0.948, -4.311], [-6.497, -2.624, -2.721], [-5.354, -3.841, -3.308], [1.710, -2.559, -3.558], [2.875, -2.409, -1.985], [2.532, -3.374, -0.794], [4.036, -3.393, 0.519], [2.561, -1.414, -1.669], [3.895, -2.445, -2.367], [2.505, -4.391, -1.184], [1.648, -3.142, -0.201], [0.992, -6.784, -0.957], [-0.526, -6.215, -2.096], [-1.794, -5.964, -1.162], [-3.331, -5.546, -2.335], [-0.634, -7.077, -2.754], [-0.236, -5.469, -2.836], [-1.574, -5.104, -0.530], [-2.075, -6.883, -0.647], [-2.276, -1.965, 1.139], [-1.298, -1.024, 0.394], [-0.381, -0.446, 1.390], [0.664, 0.264, 0.819], [1.588, 0.906, 1.729], [-0.605, -1.647, -0.708], [-1.785, -2.925, 1.304], [-3.113, -2.101, 0.454], [-2.596, -1.546, 2.093], [-1.743, -0.137, -0.058], [0.157, -1.242, 1.902], [-0.904, 0.071, 2.195], [2.566, 0.425, 1.751], [1.345, 0.931, 2.792], [1.712, 1.981, 1.593], [-1.049, -1.307, -1.549], [0.325, -1.258, -0.776], [1.397, 6.447, -3.650], [0.690, 5.219, -2.996], [1.006, 4.989, -1.491], [2.406, 5.035, -1.381], [2.901, 4.824, -0.056], [-0.730, 5.419, -3.203], [1.168, 6.631, -4.700], [2.480, 6.499, -3.535], [1.042, 7.339, -3.135], [1.048, 4.284, -3.427], [0.631, 4.010, -1.191], [0.586, 5.799, -0.895], [2.430, 5.532, 0.626], [3.959, 5.084, -0.094], [2.897, 3.791, 0.290], [-1.076, 4.542, -3.565], [-0.858, 6.025, -4.001], [-1.681, 4.372, -6.512], [-0.452, 3.408, -6.400], [-0.973, 1.995, -6.000], [-1.279, 1.904, -4.635], [-1.218, 0.620, -4.082], [0.115, 3.391, -7.716], [-2.013, 4.620, -5.504], [-2.496, 3.929, -7.084], [-1.376, 5.338, -6.915], [0.231, 3.580, -5.568], [-0.226, 1.252, -6.277], [-1.855, 1.615, -6.514], [-0.231, 0.166, -4.167], [-1.840, -0.133, -4.566], [-1.465, 0.593, -3.021], [0.630, 4.247, -7.859], [-0.549, 3.371, -8.477], [7.680, -2.791, 3.325], [8.142, -1.341, 3.445], [6.911, -0.317, 3.773], [5.853, -0.372, 2.812], [6.197, -0.302, 1.436], [9.097, -1.207, 4.531], [8.410, -3.596, 3.406], [7.322, -2.863, 2.298], [7.067, -3.123, 4.164], [8.714, -1.017, 2.575], [7.303, 0.697, 3.699], [6.644, -0.410, 4.826], [6.747, -1.134, 0.996], [6.814, 0.589, 1.318], [5.251, -0.256, 0.897], [9.583, -0.328, 4.420], [8.593, -1.032, 5.388], [-6.189, -1.555, 0.253], [-7.527, -1.153, 0.968], [-8.769, -1.320, 0.042], [-8.728, -2.511, -0.769], [-9.578, -2.400, -1.890], [-7.582, -1.759, 2.280], [-5.307, -1.314, 0.846], [-6.190, -1.092, -0.733], [-6.133, -2.586, -0.097], [-7.383, -0.089, 1.159], [-8.748, -0.450, -0.614], [-9.728, -1.239, 0.553], [-9.314, -1.580, -2.558], [-10.594, -2.267, -1.518], [-9.691, -3.322, -2.461], [-7.489, -2.753, 2.126], [-8.534, -1.629, 2.591]]
}

***

3.
{
  "formula": "C32H80ClN4O4",
  "method": "ωB97M-V/def2-TZVPD",
  "total_energy_ev": -61125.7942,
  "homo_energy_ev": -15.00,
  "e_above_lowest_kcal_mol": 89.2,
  "charge": 3,
  "multiplicity": 1,
  "homo_lumo_gap_ev": 9.35,
  "elements": ["Cl", "C", "C", "N", "C", "C", "C", "C", "C", "O", "C", "H", "H", "H", "H", "H", "H", "H", "H", "H", "H", "H", "H", "H", "H", "H", "H", "H", "H", "H", "H", "C", "C", "N", "C", "C", "C", "C", "C", "O", "C", "H", "H", "H", "H", "H", "H", "H", "H", "H", "H", "H", "H", "H", "H", "H", "H", "H", "H", "H", "H", "C", "C", "N", "C", "C", "C", "C", "C", "O", "C", "H", "H", "H", "H", "H", "H", "H", "H", "H", "H", "H", "H", "H", "H", "H", "H", "H", "H", "H", "H", "C", "C", "N", "C", "C", "C", "C", "C", "O", "C", "H", "H", "H", "H", "H", "H", "H", "H", "H", "H", "H", "H", "H", "H", "H", "H", "H", "H", "H", "H"],
  "coordinates": [[1.319, 0.120, -1.364], [1.379, -2.890, 3.046], [1.872, -2.538, 1.581], [2.027, -3.710, 0.650], [2.484, -3.328, -0.758], [3.205, -4.554, 1.176], [3.498, -5.861, 0.390], [0.725, -4.567, 0.541], [-0.594, -3.818, 0.324], [-1.042, -3.129, 1.509], [-2.248, -2.502, 1.278], [0.452, -3.457, 3.132], [1.158, -2.021, 3.665], [2.080, -3.565, 3.537], [2.707, -1.837, 1.565], [1.164, -1.930, 1.018], [3.408, -2.758, -0.662], [1.763, -2.635, -1.192], [2.756, -4.133, -1.440], [3.012, -4.874, 2.200], [4.045, -3.861, 1.229], [2.744, -6.634, 0.245], [4.299, -6.384, 0.913], [4.024, -5.785, -0.562], [0.623, -5.229, 1.401], [0.873, -5.274, -0.275], [-1.295, -4.547, -0.084], [-0.493, -3.115, -0.502], [-2.584, -2.121, 2.242], [-3.035, -3.122, 0.848], [-2.114, -1.686, 0.568], [3.966, 2.009, 5.741], [2.731, 2.931, 5.669], [1.649, 2.378, 4.729], [1.495, 0.924, 5.096], [0.404, 3.210, 5.099], [-0.177, 2.956, 6.489], [2.090, 2.579, 3.308], [1.447, 1.647, 2.316], [-0.023, 1.676, 2.439], [-0.959, 0.710, 1.839], [4.426, 1.686, 4.808], [3.849, 1.085, 6.307], [4.732, 2.497, 6.344], [2.931, 3.842, 5.106], [2.260, 3.156, 6.626], [0.459, 0.657, 4.884], [1.613, 0.873, 6.178], [2.307, 0.329, 4.680], [-0.364, 2.952, 4.370], [0.831, 4.211, 5.173], [-1.196, 2.568, 6.473], [-0.174, 3.857, 7.103], [0.371, 2.250, 7.112], [3.168, 2.454, 3.211], [1.918, 3.621, 3.040], [1.860, 0.639, 2.336], [1.550, 1.932, 1.269], [-1.107, -0.214, 2.400], [-0.649, 0.391, 0.844], [-1.940, 1.185, 1.826], [-0.583, -3.685, -7.042], [-0.884, -3.759, -5.499], [-0.576, -2.529, -4.628], [0.938, -2.245, -4.560], [-1.334, -1.315, -5.192], [-1.181, -0.036, -4.395], [-0.989, -2.937, -3.164], [-2.366, -3.532, -2.993], [-3.297, -2.542, -3.298], [-3.893, -1.938, -2.124], [0.336, -3.214, -7.390], [-1.337, -3.131, -7.601], [-0.618, -4.678, -7.491], [-0.168, -4.496, -5.134], [-1.906, -4.115, -5.369], [1.184, -1.892, -5.562], [1.456, -3.202, -4.506], [1.208, -1.582, -3.738], [-2.352, -1.695, -5.278], [-1.015, -1.228, -6.231], [-1.467, 0.916, -4.842], [-0.118, 0.148, -4.243], [-1.800, -0.046, -3.498], [-0.926, -2.099, -2.470], [-0.316, -3.699, -2.772], [-2.538, -3.956, -2.003], [-2.600, -4.442, -3.546], [-4.143, -0.943, -2.493], [-3.248, -1.970, -1.246], [-4.815, -2.503, -1.987], [-1.390, 6.668, -1.304], [-1.842, 5.259, -0.892], [-0.673, 4.243, -0.911], [-0.194, 3.962, -2.395], [0.687, 4.727, -0.213], [0.516, 5.186, 1.273], [-1.137, 2.942, -0.305], [-2.145, 2.114, -1.074], [-3.427, 2.727, -1.145], [-4.203, 2.308, -2.258], [-0.822, 7.198, -0.539], [-2.299, 7.270, -1.321], [-0.966, 6.678, -2.308], [-2.500, 4.784, -1.620], [-2.319, 5.186, 0.085], [-1.058, 3.734, -3.020], [0.599, 3.222, -2.292], [0.262, 4.776, -2.958], [1.192, 5.392, -0.914], [1.228, 3.786, -0.113], [1.493, 5.186, 1.755], [-0.014, 4.409, 1.824], [0.048, 6.167, 1.352], [-1.459, 3.156, 0.714], [-0.267, 2.302, -0.157], [-2.383, 1.271, -0.425], [-1.672, 1.752, -1.987], [-4.088, 2.774, -3.237], [-5.171, 2.679, -1.922], [-4.329, 1.240, -2.434]]
}